# 1
Computed, not measured: an isolated molecule of C5H15N3, with ωB97M-V/def2-TZVPD.

Output
HOMO   -8.05 eV
Charge   0

Geometry as XYZ:
```
23
Properties=species:S:1:pos:R:3:forces:R:3
C 0.082519 -0.961931 -0.358416 1.042 -2.567 3.671
C 0.256844 0.445113 0.064967 0.353 2.121 -4.265
C 0.526690 -1.873477 1.092401 -0.560 0.527 -2.337
C 0.133766 1.286407 -1.464808 -0.067 -0.341 2.577
C 0.881890 2.606291 -1.411016 -0.022 -0.099 -0.081
N -1.240843 -1.270626 -0.776972 0.609 0.418 -0.380
N -0.756383 0.893031 0.964711 -0.484 0.176 0.231
N -0.529845 -1.757795 2.081636 -0.196 -0.135 0.138
H 0.824811 -1.267450 -1.098349 -0.042 0.136 0.060
H 1.284810 0.635908 0.400678 -0.040 -0.202 -0.023
H -1.930623 -0.721079 -0.278622 -0.233 -0.689 -0.183
H -1.365412 -2.231910 -1.065029 -0.586 0.394 0.367
H -0.857917 0.235528 1.740230 0.166 0.262 -0.065
H -0.552493 1.823453 1.305859 -0.103 -0.080 0.045
H -1.390188 -2.153723 1.716079 0.062 -0.004 0.058
H -0.302813 -2.251183 2.939403 -0.030 0.020 -0.159
H 0.695405 -2.901153 0.736472 0.016 0.006 0.144
H 1.458370 -1.498489 1.519222 -0.019 0.141 -0.204
H -0.936017 1.438941 -1.598041 -0.037 0.036 -0.011
H 0.480535 0.691109 -2.310404 0.142 -0.315 0.318
H 0.799994 3.149458 -2.354938 -0.009 0.058 0.031
H 0.492408 3.248403 -0.620421 0.023 0.072 0.034
H 1.944492 2.435170 -1.224642 0.014 0.065 0.036
```
Forces are in eV/Å.

Charges in e, computed with natural (NBO), in the same order as the atoms: C -0.02; C -0.04; C -0.25; C -0.39; C -0.62; N -0.88; N -0.89; N -0.87; H 0.19; H 0.17; H 0.40; H 0.38; H 0.40; H 0.36; H 0.36; H 0.37; H 0.15; H 0.18; H 0.20; H 0.19; H 0.21; H 0.20; H 0.20

# 2
Computed, not measured: an isolated molecule of C5H15N3, with ωB97M-V/def2-TZVPD.

Output
HOMO   -8.07 eV
Charge   0

Geometry as XYZ:
```
23
Properties=species:S:1:pos:R:3:forces:R:3
C 0.400101 0.111479 0.530762 -3.696 -0.661 -2.158
C -1.304831 0.130787 0.093289 1.239 -0.042 2.307
C 0.918927 0.175148 -0.872019 5.432 -0.316 0.517
C 0.786270 -1.153698 1.275402 -0.182 0.399 -0.165
C -1.889145 -1.028163 -0.706551 0.528 0.163 -0.022
N 0.598556 1.269805 1.310783 -0.324 0.332 0.661
N -1.636823 1.444701 -0.435951 0.201 0.063 -0.168
N 2.555987 0.112315 -0.794430 -4.077 0.403 -1.331
H -1.724020 0.094192 1.104545 -0.188 0.026 -0.075
H 1.503684 1.372521 1.749626 -0.157 0.166 -0.339
H 0.160168 2.087350 0.902669 0.413 0.025 0.150
H -2.604724 1.681247 -0.245315 0.130 -0.044 -0.052
H -1.503175 1.467561 -1.441374 -0.100 0.070 0.035
H 2.926849 0.990815 -0.442454 0.606 -1.306 0.095
H 2.855646 -0.857191 -0.837267 0.783 1.135 0.625
H 0.719486 1.122313 -1.368151 -0.316 -0.163 -0.031
H 0.689764 -0.701325 -1.471064 -0.351 0.131 -0.098
H 1.847662 -1.106805 1.515219 0.070 -0.059 0.024
H 0.228679 -1.226343 2.206894 -0.090 -0.045 0.030
H 0.612774 -2.038523 0.667065 -0.014 -0.107 -0.013
H -1.644777 -1.984739 -0.249841 0.006 -0.130 -0.013
H -2.977224 -0.939379 -0.759039 0.054 0.038 0.101
H -1.519834 -1.024068 -1.732798 0.032 -0.077 -0.080
```
Forces are in eV/Å.

Charges in e, computed with natural (NBO), in the same order as the atoms: C 0.14; C -0.05; C -0.24; C -0.63; C -0.64; N -0.89; N -0.86; N -0.96; H 0.19; H 0.38; H 0.40; H 0.37; H 0.35; H 0.39; H 0.39; H 0.20; H 0.19; H 0.22; H 0.22; H 0.21; H 0.21; H 0.21; H 0.20

# 3
Computed, not measured: a cluster of 2 separate species, C5H15N3O in total, with ωB97M-V/def2-TZVPD.

Output
HOMO   -7.55 eV
Charge   0

Geometry as XYZ:
```
24
Properties=species:S:1:pos:R:3:forces:R:3
C -0.558539 0.843058 -2.010574 -0.033 -0.212 0.178
C -0.498941 2.516174 -0.243100 -0.091 0.223 -0.072
N -0.487253 1.119422 -0.599960 -0.335 -1.218 1.120
C -1.034296 0.150039 0.286052 -0.936 1.800 -0.966
C -1.679609 -0.971023 -0.065594 0.231 -0.174 0.005
O -1.097573 0.625287 1.575257 0.448 -0.111 -0.293
H -1.494611 -0.064795 2.116531 -0.020 0.020 -0.065
H -1.592864 0.797255 -2.375365 -0.043 -0.004 -0.032
H -0.077742 -0.113239 -2.218001 0.016 -0.016 -0.126
H -0.035781 1.630010 -2.554255 0.040 -0.063 0.034
H -1.326915 3.055293 -0.736766 0.135 -0.075 0.139
H 0.443635 2.983752 -0.544013 -0.071 0.028 -0.048
H -0.600746 2.629653 0.827584 -0.026 0.053 0.080
H -1.681041 -1.357608 -1.063384 -0.001 0.055 -0.321
H -2.166397 -1.580692 0.679834 0.087 -0.044 0.181
C 1.612866 -2.053200 -0.021051 0.137 0.242 0.372
N 1.416823 -0.743475 0.568684 0.508 0.360 -0.043
N 1.609840 -0.801973 2.015555 0.329 -0.048 -0.233
H 2.109319 -0.079113 0.199390 -0.245 -0.536 0.393
H 1.258171 0.090048 2.367457 -0.100 -0.300 -0.087
H 0.951964 -1.511497 2.340308 0.021 0.197 -0.036
H 0.748997 -2.671546 0.233985 -0.005 -0.087 -0.071
H 2.528521 -2.550326 0.322306 0.004 -0.055 0.007
H 1.652172 -1.941505 -1.100880 -0.049 -0.033 -0.115
```
Forces are in eV/Å.

Charges in e, computed with natural (NBO), in the same order as the atoms: C -0.40; C -0.40; N -0.46; C 0.56; C -0.68; O -0.71; H 0.49; H 0.18; H 0.20; H 0.20; H 0.18; H 0.19; H 0.23; H 0.21; H 0.20; C -0.42; N -0.47; N -0.68; H 0.35; H 0.36; H 0.33; H 0.19; H 0.17; H 0.20

# 4
Computed, not measured: a cluster of 2 separate species, C5H15N3O2S in total, with ωB97M-V/def2-TZVPD.

Output
HOMO (spin up / spin down)   -8.22 / -8.75 eV
Charge   0

Geometry as XYZ:
```
26
Properties=species:S:1:pos:R:3:forces:R:3
C 3.298313 -1.417810 -0.605819 1.622 2.104 0.413
C -0.376252 2.445664 0.527611 1.430 -0.180 -2.868
C -4.198900 -0.308740 -1.291972 0.986 -4.080 -1.189
C 0.898618 -1.149175 0.333207 0.710 -0.687 -0.095
C 2.057063 -0.517357 -0.514630 -0.143 0.054 -0.456
N -0.399873 1.081477 1.024276 -0.127 -0.713 0.127
N 2.431185 0.735901 0.153065 2.154 -1.372 0.195
N -3.096341 -1.456467 0.426235 -1.080 0.980 -0.051
O -0.648376 0.417199 -1.379816 0.463 -0.535 -1.497
O -3.905184 -0.383230 0.077085 0.557 -0.430 1.393
S -0.574923 -0.117260 -0.031901 -1.117 1.287 2.159
H 3.175726 -2.418890 -0.310107 -0.333 -1.258 0.582
H 4.153527 -0.930595 -0.025726 -1.166 -0.834 -0.376
H 3.700011 -1.426361 -1.610140 -0.125 -0.048 -0.385
H 0.314023 2.925944 1.220238 -0.961 0.866 0.312
H -1.357378 2.925973 0.206499 1.157 -0.517 1.094
H 0.262911 2.496531 -0.481842 -1.445 -0.216 1.599
H -4.239225 -1.406795 -1.698534 -1.212 1.590 0.870
H -3.338084 -0.115965 -1.884533 0.968 1.606 -0.229
H -5.054449 0.305789 -1.466873 -0.384 0.207 -0.033
H 1.221659 -1.084899 1.450160 -1.069 -0.169 -1.948
H 0.539070 -2.189017 0.038289 0.746 1.173 0.368
H 1.776079 -0.315622 -1.601612 -0.282 -0.052 1.664
H 1.681380 1.350905 0.319795 -0.904 0.563 0.186
H 2.865310 0.469058 1.066483 -0.572 0.595 -1.022
H -3.101214 -1.353583 1.467272 0.124 0.066 -0.811
```
Forces are in eV/Å.

Charges in e, computed with natural (NBO), in the same order as the atoms: C -0.62; C -0.49; C -0.28; C -0.62; C -0.08; N -0.70; N -0.82; N -0.27; O -0.95; O -0.36; S 1.56; H 0.21; H 0.22; H 0.22; H 0.22; H 0.24; H 0.20; H 0.18; H 0.20; H 0.20; H 0.26; H 0.24; H 0.23; H 0.37; H 0.35; H 0.30

# 5
Computed, not measured: a cluster of 3 separate species, C5H15N4 in total, with ωB97M-V/def2-TZVPD.

Output
HOMO   -14.26 eV
Charge   +1

Geometry as XYZ:
```
24
Properties=species:S:1:pos:R:3:forces:R:3
C 0.664761 0.774523 0.316340 -0.059 -0.744 -1.435
C 0.054553 4.323414 1.819909 5.844 -2.559 -1.176
C 1.003934 1.930665 1.058102 0.623 2.999 0.523
C -0.231267 2.944737 1.204025 0.961 -0.921 4.556
C 0.350069 -1.773036 -1.860460 3.034 -3.937 0.415
N 0.427770 -0.202038 -0.240104 -0.016 0.919 0.949
N 0.277374 -2.857714 -1.137785 -3.439 -1.063 1.020
N 1.439626 -1.537524 -2.542914 1.017 -0.493 -0.970
N -2.102972 -3.927428 -0.014491 1.355 0.421 0.840
H 0.861021 4.144534 2.611247 -0.879 0.766 -0.987
H 0.415910 4.979077 1.020504 -0.075 0.312 0.611
H -0.759347 4.610312 2.300378 -3.612 1.866 1.849
H 1.845526 2.624086 0.575145 -1.482 -2.051 0.854
H 1.398348 1.413595 1.979662 -0.369 1.462 -0.256
H -0.707759 3.181371 0.363906 -1.452 0.074 -4.182
H -1.061987 2.629964 1.862576 0.657 -1.103 -0.287
H -2.765537 -4.303876 -0.647366 -0.672 -0.684 -0.400
H 0.869746 -3.656787 -1.267663 0.736 0.214 -0.196
H -0.717838 -3.226775 -0.704450 1.815 0.795 -0.614
H 1.375940 -1.054693 -3.430009 0.267 0.189 0.330
H 2.123514 -2.285566 -2.444518 0.162 0.609 -0.507
H -2.460186 -3.051372 0.328176 -0.329 0.148 0.331
H -1.904976 -4.540603 0.789361 -0.406 0.321 -0.733
H -0.396224 -1.138865 -1.939573 -3.680 2.461 -0.535
```
Forces are in eV/Å.

Charges in e, computed with natural (NBO), in the same order as the atoms: C 0.41; C -0.58; C -0.55; C -0.37; C 0.45; N -0.45; N -0.77; N -0.73; N -1.07; H 0.20; H 0.21; H 0.21; H 0.28; H 0.28; H 0.21; H 0.21; H 0.39; H 0.40; H 0.45; H 0.42; H 0.40; H 0.38; H 0.40; H 0.21

# 6
Computed, not measured: a cluster of 5 separate species, C5H15N5O10 in total, with ωB97M-V/def2-TZVPD.

Output
Spin multiplicity   2
HOMO (spin up / spin down)   -0.88 / -4.45 eV
Charge   -1

Geometry as XYZ:
```
35
Properties=species:S:1:pos:R:3:forces:R:3
C 3.583288 3.528585 2.996691 0.432 0.124 -1.221
N 4.885759 4.320280 2.900955 -1.542 1.000 -0.782
O 5.540746 4.354862 3.894775 1.015 -0.474 1.668
O 5.159281 4.964792 1.908669 -0.386 -0.439 -0.534
H 3.949176 2.519927 3.188570 -0.608 0.111 0.519
H 3.039581 3.549560 2.052208 0.439 0.015 -0.151
H 2.918112 4.017941 3.708150 0.570 -0.380 0.454
C -1.983422 -2.151991 -2.930968 -0.685 -0.944 0.780
N -2.537569 -0.782093 -2.871184 0.787 1.516 0.730
O -3.248609 -0.419449 -3.809717 0.429 -0.199 0.779
O -2.225983 -0.083986 -1.897934 -0.715 -0.994 -1.763
H -2.742934 -2.730247 -3.457133 0.406 -0.026 -0.262
H -1.923427 -2.519159 -1.906423 0.054 0.204 0.215
H -0.978154 -2.232575 -3.344550 -0.276 0.597 -0.291
C 2.953416 -0.626850 -1.434243 1.103 0.954 0.424
N 1.577373 -0.787875 -1.902215 -0.765 -0.479 2.338
O 1.412697 -0.673644 -3.082489 -0.738 0.012 -1.353
O 0.726450 -1.048750 -1.052341 0.857 0.162 -1.217
H 3.326924 -1.554856 -1.001340 -0.125 -0.009 -0.372
H 3.008595 0.135435 -0.657086 -0.497 -0.110 0.118
H 3.521214 -0.218464 -2.270267 0.112 -0.584 0.043
C -1.241538 0.938135 1.028917 -0.059 -0.590 -0.057
N 0.001221 1.631051 0.624575 0.029 0.835 -1.331
O 0.228680 1.790811 -0.570419 -0.386 -0.514 0.496
O 0.713172 2.126114 1.463803 0.668 0.106 1.270
H -2.036673 1.666219 0.868423 -0.044 -0.290 -0.213
H -1.216570 0.639017 2.076771 0.276 0.175 -0.227
H -1.310422 0.057006 0.390978 -0.433 0.084 0.059
C -4.029966 -3.436685 0.566854 2.335 1.859 0.115
N -3.081213 -2.277772 0.936331 -3.801 -2.583 -0.698
O -1.856877 -2.468108 0.790160 2.647 -0.269 -0.326
O -3.645319 -1.250487 1.392700 -0.420 2.202 1.036
H -5.054168 -3.064476 0.543272 0.225 -0.169 0.012
H -3.841925 -4.255200 1.261664 -0.257 -0.183 0.031
H -3.590915 -3.657072 -0.406159 -0.650 -0.723 -0.287
```
Forces are in eV/Å.

Charges in e, computed with natural (NBO), in the same order as the atoms: C -0.49; N 0.54; O -0.38; O -0.39; H 0.23; H 0.25; H 0.24; C -0.51; N 0.52; O -0.42; O -0.35; H 0.21; H 0.27; H 0.24; C -0.49; N 0.53; O -0.39; O -0.35; H 0.23; H 0.24; H 0.22; C -0.49; N 0.54; O -0.40; O -0.43; H 0.23; H 0.24; H 0.30; C -0.50; N 0.34; O -0.68; O -0.68; H 0.20; H 0.18; H 0.18

# 7
Computed, not measured: a cluster of 5 separate species, C5H15N5O10 in total, with ωB97M-V/def2-TZVPD.

Output
HOMO   -10.56 eV
Charge   0

Geometry as XYZ:
```
35
Properties=species:S:1:pos:R:3:forces:R:3
C -3.400008 -4.206703 -1.894966 -0.034 -0.196 0.021
N -2.776661 -3.026333 -2.551807 -0.181 0.025 -0.031
O -1.620074 -2.778067 -2.290276 0.124 -0.034 -0.010
O -3.489161 -2.374831 -3.284571 0.063 0.040 -0.018
H -2.651428 -4.978760 -1.759205 0.116 0.106 0.029
H -4.212049 -4.544406 -2.526337 -0.066 0.053 -0.008
H -3.771320 -3.870411 -0.930274 0.035 0.018 -0.016
C 0.640498 4.367795 -1.199540 -0.431 -0.867 -0.465
N -0.367943 4.499410 -0.117055 -0.034 0.296 0.226
O 0.037668 4.818249 0.986625 -0.134 -0.138 -0.210
O -1.532185 4.306620 -0.406776 0.158 0.048 0.101
H 0.221103 3.652892 -1.905223 0.025 0.062 0.031
H 1.538866 3.944609 -0.770487 0.210 0.413 0.033
H 0.744641 5.322945 -1.701897 0.212 0.172 0.292
C -2.633026 -3.427997 2.804000 0.299 -0.369 0.418
N -1.571003 -2.881451 1.916530 0.363 0.227 0.105
O -0.818885 -2.051242 2.396470 -0.264 -0.209 -0.172
O -1.496405 -3.310971 0.782146 -0.189 0.047 0.159
H -2.387316 -3.143401 3.820563 -0.081 0.232 -0.044
H -2.578821 -4.511298 2.731161 -0.178 0.037 -0.239
H -3.600740 -3.046581 2.499708 0.018 0.031 -0.156
C 4.375420 2.089464 0.954230 0.345 0.499 -0.263
N 4.591742 3.531552 1.295178 0.232 -0.056 -0.069
O 5.065206 3.789165 2.381300 -0.075 -0.078 0.010
O 4.300492 4.347890 0.446477 -0.059 0.084 0.005
H 3.740405 1.687105 1.732715 -0.105 -0.203 -0.122
H 5.354000 1.615601 0.937989 -0.014 -0.001 0.268
H 3.970168 2.090051 -0.049340 -0.382 -0.246 0.142
C 0.683391 -0.903879 -0.381755 -0.544 0.489 -0.301
N 0.533254 0.516610 -0.856958 0.749 -0.253 -0.802
O -0.509738 0.838784 -1.370522 -0.239 0.119 0.301
O 1.525492 1.235208 -0.806875 -0.276 -0.192 0.395
H 1.621358 -1.268625 -0.780229 0.164 0.036 0.220
H -0.154952 -1.448042 -0.800994 -0.022 -0.073 0.099
H 0.628012 -0.880961 0.699982 0.193 -0.120 0.072
```
Forces are in eV/Å.

Charges in e, computed with natural (NBO), in the same order as the atoms: C -0.48; N 0.54; O -0.38; O -0.37; H 0.23; H 0.23; H 0.23; C -0.49; N 0.53; O -0.38; O -0.38; H 0.24; H 0.24; H 0.23; C -0.49; N 0.54; O -0.37; O -0.38; H 0.24; H 0.23; H 0.24; C -0.48; N 0.54; O -0.38; O -0.38; H 0.24; H 0.23; H 0.24; C -0.49; N 0.54; O -0.35; O -0.43; H 0.23; H 0.25; H 0.25

# 8
Computed, not measured: the ion C5H15N6 with charge +1, with ωB97M-V/def2-TZVPD.

Output
HOMO (spin up / spin down)   -12.19 / -12.20 eV
Charge   +1

Geometry as XYZ:
```
26
Properties=species:S:1:pos:R:3:forces:R:3
C 2.177964 0.451208 -0.266417 -2.971 -1.407 -2.598
C -4.235683 0.214961 0.703130 0.470 -0.240 1.680
C 3.621790 0.791827 -0.324372 1.931 -0.374 0.713
C -2.772198 0.532376 0.413893 0.187 -3.291 -0.278
C -2.414935 -0.532100 -0.715952 0.349 -0.098 1.004
N 1.905830 -0.792357 0.113635 -1.308 0.577 -0.237
N 0.781912 -1.610365 0.324450 2.421 -1.669 1.205
N -0.391979 -1.548595 -0.138880 -1.391 -0.605 0.832
N -0.955047 -0.664963 -0.821849 -0.326 0.823 -0.474
N 1.237405 1.188639 -0.882890 0.881 -0.893 1.379
N 4.288428 -0.112430 0.624641 0.866 -1.059 -2.935
H -4.609159 1.000032 1.345373 -0.582 0.203 -0.025
H -4.833237 0.102046 -0.193216 -0.072 0.179 -0.142
H -4.311368 -0.715445 1.303552 -0.029 0.381 -0.468
H 3.713014 1.872799 -0.072396 0.284 -0.562 -0.446
H 4.134280 0.502388 -1.281967 -1.226 0.886 0.348
H -2.064931 0.393894 1.276386 -0.907 0.067 -0.569
H -2.692518 1.510320 0.073272 0.413 1.769 -0.817
H -2.901961 -1.515185 -0.387229 0.573 1.103 -0.775
H -2.778091 -0.143125 -1.682812 -0.016 -0.612 0.437
H -0.899589 -2.449622 0.274868 0.695 2.203 -1.063
H 1.518997 2.107501 -1.107469 -0.118 1.006 -0.478
H 0.259756 0.844403 -0.986767 0.673 0.069 0.114
H 5.264597 -0.378018 0.442851 -0.792 0.512 -0.253
H 2.734675 -1.264223 0.459580 0.108 -0.168 0.190
H 4.222059 0.214035 1.506576 -0.114 1.202 3.658
```
Forces are in eV/Å.

Charges in e, computed with natural (NBO), in the same order as the atoms: C 0.50; C -0.61; C -0.30; C -0.39; C -0.25; N -0.38; N -0.17; N 0.02; N -0.32; N -0.74; N -0.84; H 0.23; H 0.22; H 0.21; H 0.22; H 0.27; H 0.20; H 0.21; H 0.19; H 0.23; H 0.42; H 0.41; H 0.45; H 0.40; H 0.46; H 0.37

Here are the calculated electronic energy numbers, same order: -363.73016 -363.72087 -438.91982 -912.18490 -418.25392 -1225.21165 -1225.20600 -527.67941 (a.u.).